No. 1
# C4H11N3S

C4H11N3S in the gas phase (ωB97M-V/def2-TZVPD, the OMol25 dataset).

XYZ file:
```
19
Properties=species:S:1:pos:R:3
C -2.3751 -1.5574 -1.8571
S -1.8943 0.1134 -1.5419
N -1.0608 -0.1438 -0.0929
C -0.3611 0.7394 0.4981
N 0.3054 0.4962 1.6651
C 1.6663 0.9847 1.8177
C 2.7472 0.0162 1.3324
N 2.6457 -0.4671 -0.0561
H -1.4990 -2.1661 -2.0296
H -2.9175 -1.9976 -0.9880
H -3.0908 -1.5454 -2.6934
H -0.3051 1.8005 0.2036
H 0.2863 -0.4990 1.8916
H 1.8117 1.9880 1.3448
H 1.8046 1.1880 2.8923
H 2.8323 -0.8468 2.0691
H 3.7080 0.6100 1.4051
H 1.7686 -0.9814 -0.0914
H 2.6131 0.3413 -0.6924
```

As for the energy above the lowest of the compared OMol25 structures with the same formula, charge and spin: 26.0 kcal per mole. Its frontier orbital gap is 8.70 eV. As for the molar mass: 133.2 g mol⁻¹. The SMILES is CS/N=C/NCCN.


No. 2
# C25H56N3

A 3-piece molecular cluster, C25H56N3 overall (ωB97M-V/def2-TZVPD, the OMol25 dataset).

XYZ file:
```
84
Properties=species:S:1:pos:R:3
C 2.5909 4.8020 4.7992
N 3.2301 3.6765 4.1400
C 2.3515 2.8147 3.3067
C 2.4931 3.0245 1.7902
C 1.2367 3.6433 1.1466
C -0.0819 2.9042 1.4800
C -1.0833 3.7962 2.2270
C -1.7573 4.7227 1.2119
C -2.1610 2.9681 2.9397
C -1.7194 2.3063 4.2598
C -2.0676 0.8253 4.3688
C -1.9689 -0.1111 3.3852
C -0.6680 -0.4967 2.7162
C -3.1961 -0.8579 2.8965
H 2.8052 4.8164 5.8737
H 2.9309 5.7563 4.3789
H 1.5003 4.7717 4.6915
H 3.7679 3.1293 4.7941
H 1.3097 2.9421 3.6462
H 2.6227 1.7774 3.5568
H 3.2840 3.7810 1.6973
H 1.3643 3.5898 0.0588
H 1.0878 4.7290 1.3557
H -0.5631 2.5360 0.5659
H 0.1508 2.0275 2.0792
H -0.4836 4.3780 2.9336
H -2.4395 4.1225 0.6028
H -1.0078 5.1943 0.5769
H -2.3364 5.5073 1.7084
H -2.5613 2.2355 2.2335
H -2.9859 3.6533 3.1726
H -2.2755 2.7658 5.0782
H -0.6608 2.5237 4.4537
H -2.4631 0.4900 5.3296
H -0.7780 -1.5023 2.3011
H -0.3633 0.1427 1.8828
H 0.1368 -0.5116 3.4453
H -3.3258 -1.8650 3.3128
H -4.0891 -0.2738 3.1022
H -3.0924 -0.9178 1.8106
C -1.9758 0.8010 -1.2556
C -2.8230 0.3670 -2.4412
N -2.0672 -0.4412 -3.3839
C -2.7339 -0.6426 -4.6536
C -4.0515 -1.4294 -4.6648
C -1.4118 -1.6007 -2.8065
C -2.2786 -2.6343 -2.0750
H -1.0600 1.2940 -1.5821
H -2.5299 1.5031 -0.6308
H -1.7024 -0.0461 -0.6246
H -3.1800 1.2555 -2.9698
H -3.7230 -0.1463 -2.0629
H -2.0279 -1.1206 -5.3395
H -2.9258 0.3480 -5.0790
H -3.8918 -2.4963 -4.5106
H -4.5381 -1.3148 -5.6363
H -4.7462 -1.0702 -3.9047
H -0.6528 -1.2417 -2.1075
H -0.8460 -2.1029 -3.5966
H -2.9849 -2.1633 -1.3897
H -1.6377 -3.2912 -1.4822
H -2.8378 -3.2682 -2.7630
C 2.2471 -5.0213 -4.1922
C 2.1436 -3.8243 -3.2583
N 2.5576 -4.1120 -1.8993
C 2.1771 -3.0726 -0.9490
C 2.7887 -1.6776 -1.1093
C 3.8976 -4.6498 -1.7532
C 5.0688 -3.8304 -2.3113
H 1.7151 -5.8803 -3.7794
H 1.8007 -4.7754 -5.1572
H 3.2824 -5.3123 -4.3763
H 1.0980 -3.5067 -3.2237
H 2.7043 -2.9847 -3.7000
H 2.3863 -3.4419 0.0587
H 1.0869 -2.9755 -1.0004
H 3.8341 -1.6500 -0.8053
H 2.2605 -0.9635 -0.4751
H 2.7170 -1.3149 -2.1359
H 3.9192 -5.6359 -2.2269
H 4.0671 -4.8464 -0.6916
H 4.8677 -3.4658 -3.3198
H 5.9614 -4.4583 -2.3629
H 5.3112 -2.9762 -1.6819
```

Its frontier orbital gap is 3.45 eV. As for the molar mass: 398.7 g mol⁻¹. As for the charge: -1.


No. 3
# C9H21AlClI2NP2S

C9H21AlClI2NP2S as an isolated structure (ωB97M-V/def2-TZVPD, the OMol25 dataset).

XYZ file:
```
38
Properties=species:S:1:pos:R:3
I -2.4370 -0.6815 -0.1588
I -1.4424 0.5809 1.9896
Al 2.4082 0.0690 -1.1390
P 1.2609 -1.7735 0.4373
C 0.0165 -2.6817 1.5177
C 1.6005 -3.2482 -0.6398
H 2.0482 -4.0011 0.0347
H 2.8257 -3.0151 1.7551
H 2.3001 -2.9712 -1.4380
H 3.5269 -1.4044 1.2997
H -0.9110 -2.9310 0.9868
H 0.6968 -3.6726 -1.1090
C 2.6391 -1.9286 1.6725
H 0.4940 -3.6287 1.8396
H 2.3950 -1.5228 2.6688
H -0.2642 -2.1177 2.4158
P 0.1600 1.9247 -1.1902
C -1.5185 2.8151 -0.9526
C 1.0944 3.4709 -0.7434
H 0.9848 1.7507 -3.4889
H -0.0148 3.2286 -3.2434
H -0.7905 1.6408 -3.4916
C 0.0724 2.1531 -3.0343
H 2.1667 3.2724 -0.8421
H 0.7911 4.2687 -1.4348
H -1.6123 3.7909 -1.4666
H -1.7004 2.9913 0.1138
H 0.9063 3.8157 0.2875
H -2.3358 2.1786 -1.3106
Cl 4.2507 0.4073 -2.1436
S -5.6424 -1.3707 3.3967
C -5.7908 0.2197 2.5005
C -4.6776 0.4763 1.7770
N -3.7895 -0.5925 1.8968
C -4.0662 -1.5847 2.7210
H -6.6223 0.9080 2.4947
H -4.4513 1.3638 1.1468
H -3.3445 -2.4152 2.8891
```

As for the energy above the lowest of the compared OMol25 structures with the same formula, charge and spin: 66.2 kcal per mole. Its frontier orbital gap (spin up / spin down) is 3.78 / 4.73 eV. As for the molar mass: 553.5 g mol⁻¹. As for the charge: +2.


No. 4
# C31H48O2P2Tc

C31H48O2P2Tc as an isolated structure (ωB97M-V/def2-TZVPD, the OMol25 dataset).

XYZ file:
```
84
Properties=species:S:1:pos:R:3
Tc -0.2694 -0.2582 -0.6354
C -2.2991 -1.2168 -0.4848
C -2.2383 -0.1734 -1.4711
C -0.7039 -1.8295 -2.0584
C -1.3105 -2.2060 -0.8087
C -1.3132 -0.5891 -2.4945
C -3.3755 -1.3692 0.5255
H -3.8991 -0.4229 0.6948
H -2.9584 -1.7271 1.4777
H -4.1167 -2.1169 0.1999
C -1.0545 -3.4695 -0.0628
H -1.0323 -3.2743 1.0180
H -0.1016 -3.9068 -0.3791
H -1.8479 -4.2063 -0.2574
C 0.3409 -2.6200 -2.7599
H -0.0871 -3.3752 -3.4348
H 0.9652 -3.1484 -2.0303
H 0.9866 -1.9673 -3.3560
C -1.1293 0.0878 -3.7965
H -1.9232 -0.1729 -4.5090
H -0.1790 -0.2092 -4.2422
H -1.1487 1.1735 -3.6655
C -3.1105 1.0376 -1.4828
H -4.1673 0.7435 -1.5528
H -2.8509 1.6840 -2.3272
H -2.9824 1.6207 -0.5583
C -0.2401 -0.2239 1.5341
C -1.1576 0.8350 1.3425
C -0.7693 2.2843 1.4509
C -0.0567 2.8066 0.2038
C 0.7494 1.8042 -0.5623
C 2.1439 1.5513 0.0316
C 2.1739 1.0674 1.5182
C 1.1578 0.0119 2.0679
H -0.1582 2.4773 2.3418
H 0.6091 3.6367 0.4854
H -1.6862 2.8760 1.5884
H 1.0326 0.2816 3.1289
H -0.7186 -1.1371 2.1410
H -2.2007 0.6259 1.5693
H 1.6349 -0.9793 2.1227
H 3.1487 0.5894 1.6774
H 2.6426 0.7405 -0.5498
H 2.1842 1.9283 2.2044
H -0.8080 3.2171 -0.4850
H 0.7586 2.0970 -1.6377
P 3.1851 2.9364 -0.5041
P 2.2429 0.7923 -3.0850
C 3.7268 3.0831 -2.2529
C 3.8608 1.7680 -3.0116
H 4.7207 3.5581 -2.1818
H 3.0624 3.8028 -2.7607
H 4.1450 1.9977 -4.0530
H 4.6518 1.1433 -2.5683
C 2.9524 -0.4439 -4.2621
H 2.1485 -0.9511 -4.8048
H 3.5091 -1.1819 -3.6713
H 3.6402 0.0366 -4.9737
C 1.5001 1.9513 -4.3530
H 2.2806 2.3962 -4.9857
H 0.9440 2.7577 -3.8569
H 0.7980 1.4061 -4.9895
C 4.7176 2.5609 0.3769
H 4.5057 2.3784 1.4364
H 5.3334 3.4573 0.2664
H 5.2133 1.6892 -0.0702
C 2.8605 4.6648 -0.1243
H 2.5153 5.1789 -1.0312
H 3.8319 5.0952 0.1523
H 2.1590 4.8442 0.6940
O -0.7119 -1.8572 4.8376
C -1.5600 -2.3054 4.0564
O -1.5460 -2.2021 2.7594
C -2.7255 -3.0632 4.6619
C -3.5768 -3.8952 3.9088
C -4.5909 -4.6475 4.5179
C -4.7836 -4.5585 5.9106
C -3.9776 -3.6999 6.6683
C -2.9667 -2.9540 6.0434
H -3.4202 -3.9566 2.8319
H -5.2371 -5.2881 3.9191
H -5.5600 -5.1716 6.3961
H -4.1428 -3.6051 7.7453
H -2.3402 -2.2949 6.6357
```

As for the spin multiplicity: 4. As for the energy above the lowest of the compared OMol25 structures with the same formula, charge and spin: 4.5 kcal per mole. Its frontier orbital gap (spin up / spin down) is 7.08 / 4.63 eV. As for the molar mass: 612.7 g mol⁻¹. As for the charge: +2. The expectation value of S² is 3.7853.